ORCA calculation (wB97M-V/def2-TZVPD) on a molecular structure, C21H42FLi2N2O8P at a distorted geometry.

Cartesian coordinates (Å):
1 C -4.637 -0.010 -2.131
2 C -3.368 -1.079 -1.926
3 C -2.813 -0.933 -0.375
4 O -1.471 -1.483 -0.154
5 N -0.658 -0.713 0.525
6 C 0.187 0.252 -0.204
7 C 1.771 -0.264 -0.051
8 O 2.580 0.417 -1.116
9 C 4.017 0.165 -0.920
10 C 4.710 1.669 -0.681
11 O 5.043 2.349 -1.946
12 C 4.144 3.519 -2.158
13 C 4.240 3.959 -3.769
14 O 4.603 2.728 -4.492
15 C 3.528 2.266 -5.384
16 C 2.091 1.971 -4.618
17 C -0.065 0.418 -1.814
18 O 0.098 -0.657 -2.624
19 O -0.489 1.742 -2.379
20 P -0.855 -0.545 2.234
21 C 0.431 0.693 3.017
22 C -2.540 0.115 2.828
23 H -4.240 0.932 -2.743
24 H -5.531 -0.556 -2.666
25 H -4.985 0.310 -1.058
26 H -3.703 -2.197 -2.177
27 H -2.560 -0.742 -2.721
28 H -3.583 -1.530 0.313
29 H -2.942 0.197 -0.085
30 H 0.136 1.307 0.300
31 H 1.791 -1.417 -0.359
32 H 2.211 -0.082 1.017
33 H 4.267 -0.578 -0.051
34 H 4.464 -0.198 -1.966
35 H 5.621 1.617 0.083
36 H 3.878 2.306 -0.121
37 H 3.000 3.243 -1.953
38 H 4.533 4.377 -1.438
39 H 5.100 4.760 -3.955
40 H 3.247 4.470 -4.151
41 H 3.880 1.208 -5.808
42 H 3.343 2.999 -6.293
43 H 1.511 2.991 -4.401
44 H 2.345 1.444 -3.594
45 H 1.394 1.279 -5.270
46 H 0.480 1.719 2.413
47 H -0.047 0.986 4.069
48 H 1.486 0.205 3.158
49 H -3.193 -0.839 3.122
50 H -2.487 0.762 3.822
51 H -3.169 0.696 2.029
52 O 6.427 0.016 -6.377
53 H 7.170 -0.159 -5.779
54 H 5.896 0.674 -5.904
55 N -4.682 -4.570 2.144
56 C -5.690 -5.470 2.125
57 C -5.942 -6.322 1.062
58 C -5.115 -6.246 -0.054
59 C -4.070 -5.327 -0.065
60 C -3.895 -4.520 1.048
61 H -6.309 -5.490 3.017
62 H -6.764 -7.028 1.102
63 H -5.283 -6.896 -0.907
64 H -3.408 -5.243 -0.919
65 H -3.091 -3.790 1.088
66 C 0.666 2.255 8.362
67 C 0.843 2.426 6.867
68 O -0.423 2.589 6.245
69 H 0.038 1.385 8.578
70 H 1.633 2.124 8.856
71 H 0.164 3.126 8.795
72 H 1.326 1.544 6.435
73 H 1.460 3.302 6.643
74 H -0.839 3.379 6.629
75 Li -5.586 -3.500 4.317
76 Li -6.154 -8.750 1.458
77 F 4.835 4.248 -6.145

* lowest unoccupied orbital energy: -4.185 eV
* net charge: 0
* DFT total energy: -1992.26476 Eh
* HOMO-LUMO gap: 0.82 eV

Mulliken atomic charge list, values in e, 8 entries: -0.893 -0.117 -0.469 -0.237 0.530 0.312 -0.277 -0.083

=====

ORCA calculation (wB97M-V/def2-TZVPD) on 2 unconnected molecules or ions with the total composition C3H12N3 at a distorted geometry.

Cartesian coordinates (Å):
1 C -0.838 1.146 -1.217
2 C -0.646 -0.169 0.840
3 C -0.349 1.071 0.032
4 N 0.459 -2.173 -0.487
5 N 1.198 -1.616 0.597
6 N 0.223 1.982 0.677
7 H -0.183 0.329 -1.469
8 H -1.830 0.769 -1.588
9 H -0.461 1.988 -1.840
10 H -0.077 -0.238 1.682
11 H -0.648 -1.009 0.039
12 H -1.708 -0.096 1.170
13 H 0.421 -3.150 -0.430
14 H 1.021 -1.901 -1.310
15 H 2.234 -1.442 0.387
16 H 1.336 -2.302 1.326
17 H 0.692 1.805 1.544
18 H 0.218 2.865 0.154

* lowest unoccupied orbital energy: -3.318 eV
* energy above the lowest of the compared OMol25 structures with the same formula, charge and spin: 4.5188 eV
* net charge: +1
* DFT total energy: -285.39934 Eh
* HOMO-LUMO gap: 9.52 eV

Mulliken atomic charge list, values in e, 8 entries: -0.974 -1.301 0.864 -0.491 -0.526 -0.246 0.286 0.317

=====

ORCA calculation (wB97M-V/def2-TZVPD) on 2 unconnected molecules or ions with the total composition C4H12NO2.

Cartesian coordinates (Å):
1 C -0.080 1.075 -1.903
2 O -1.174 1.831 -1.962
3 C 0.143 0.468 -0.493
4 C 1.050 -0.736 -0.503
5 C 1.530 -1.182 0.891
6 N -1.194 0.120 0.053
7 H 0.901 1.576 -2.138
8 H -0.087 0.196 -2.602
9 H 0.502 1.247 0.192
10 H 1.954 -0.566 -1.109
11 H 0.510 -1.556 -0.977
12 H 1.885 -0.317 1.439
13 H 0.708 -1.567 1.503
14 H 2.317 -1.936 0.816
15 H -1.432 -0.839 -0.167
16 H -1.790 0.729 -0.530
17 H -1.669 0.630 1.753
18 H -2.289 0.028 3.008
19 O -1.786 0.800 2.726

* lowest unoccupied orbital energy: 3.868 eV
* energy above the lowest of the compared OMol25 structures with the same formula, charge and spin: 0.3052 eV
* net charge: -1
* DFT total energy: -364.84429 Eh
* HOMO-LUMO gap: 6.65 eV

Mulliken atomic charge list, values in e, 8 entries: -0.593 -0.920 0.267 -0.646 -1.212 -0.636 0.238 0.159

=====

ORCA calculation (wB97M-V/def2-TZVPD) on 2 unconnected molecules or ions with the total composition C3H8OS2 at a distorted geometry.

Cartesian coordinates (Å):
1 C -0.558 2.702 -1.592
2 C 0.529 2.007 -1.270
3 O 1.708 2.041 -1.939
4 H -1.376 2.624 -0.897
5 H -0.684 3.153 -2.561
6 H 0.521 1.240 -0.510
7 H 1.721 2.858 -2.455
8 C -0.942 -3.101 1.256
9 S 0.789 -2.628 1.549
10 S 0.361 -0.845 2.593
11 H -1.425 -2.281 0.729
12 H -1.372 -3.481 2.166
13 H -0.866 -3.927 0.544
14 H 1.594 -0.363 2.386

* lowest unoccupied orbital energy: 0.433 eV
* structure (SMILES): C=CO.CSS
* energy above the lowest of the compared OMol25 structures with the same formula, charge and spin: 1.2839 eV
* net charge: 0
* DFT total energy: -990.66342 Eh
* HOMO-LUMO gap: 8.73 eV

Mulliken atomic charge list, values in e, 8 entries: -0.763 0.165 -0.490 0.239 0.240 0.322 0.303 -0.838

=====

ORCA calculation (wB97M-V/def2-TZVPD) on a single C3H4ClN3 molecule at a distorted geometry.

Cartesian coordinates (Å):
1 N 0.968 -0.796 1.168
2 C 0.071 -0.074 0.361
3 N -0.901 -0.906 -0.011
4 N -1.593 -0.365 -1.066
5 C -0.973 0.736 -1.318
6 C 0.132 1.019 -0.461
7 Cl 1.621 1.788 -0.417
8 H 1.022 -0.645 2.173
9 H 2.036 -0.610 1.062
10 H -1.084 -1.771 0.370
11 H -1.299 1.622 -1.860

* lowest unoccupied orbital energy: 0.734 eV
* structure (SMILES): Nc1[nH]ncc1Cl
* energy above the lowest of the compared OMol25 structures with the same formula, charge and spin: 1.8837 eV
* net charge: 0
* DFT total energy: -741.11161 Eh
* HOMO-LUMO gap: 9.65 eV

Mulliken atomic charge list, values in e, 8 entries: -0.610 0.076 0.293 -0.753 -0.074 0.195 -0.218 0.231

=====

ORCA calculation (wB97M-V/def2-TZVPD) on a single C2H2FNS molecule at a distorted geometry.

Cartesian coordinates (Å):
1 C -0.190 -0.029 -0.082
2 C -1.497 -0.175 -0.144
3 N -2.701 -0.251 -0.425
4 S -4.373 -0.541 -0.567
5 F -4.777 -1.624 0.705
6 H 0.258 0.811 0.453
7 H 0.712 -0.538 -0.664

* lowest unoccupied orbital energy: -0.182 eV
* structure (SMILES): C=C=NSF
* energy above the lowest of the compared OMol25 structures with the same formula, charge and spin: 1.4887 eV
* net charge: 0
* DFT total energy: -630.10166 Eh
* HOMO-LUMO gap: 9.08 eV

The computed Mulliken charges, all in e, follow: -0.935 0.787 -0.331 0.324 -0.284 0.220 0.219